C4H12N2O | ωB97M-V/def2-TZVPD

Last column: natural (NBO) charge in e.
Element x y z (Å)
C (0.443, 1.159, -1.212)  -0.413
C (0.264, -1.223, -1.627)  -0.419
N (-0.129, -0.108, -0.772)  -0.573
H (-1.318, -0.016, -0.292)  0.464
H (0.219, 1.326, -2.269)  0.196
H (-0.167, -1.101, -2.623)  0.190
H (1.531, 1.182, -1.082)  0.189
H (0.011, 1.987, -0.650)  0.197
H (1.354, -1.285, -1.724)  0.188
H (-0.080, -2.155, -1.183)  0.235
C (0.738, 0.538, 1.735)  -0.702
C (-0.033, -0.534, 0.982)  0.690
N (-1.672, -0.136, 0.986)  -0.964
O (0.178, -1.727, 1.174)  -0.719
H (-2.198, -0.950, 1.281)  0.397
H (-1.969, 0.702, 1.474)  0.379
H (0.366, 1.549, 1.571)  0.202
H (0.678, 0.298, 2.797)  0.237
H (1.785, 0.495, 1.433)  0.228

Force components x, y, z for each atom (eV/Å):
C -0.0652 -0.1296 0.1181
C -0.0522 0.1071 0.2224
N -0.5260 0.1269 0.5351
H 0.9476 -0.2830 -0.4626
H 0.0373 -0.0029 0.0098
H 0.0029 -0.0392 0.0269
H -0.0430 -0.0237 -0.0198
H 0.0166 -0.0219 0.0104
H -0.0487 0.0682 0.0339
H -0.0277 0.0227 0.0073
C 0.0512 0.0185 -0.3201
C -0.8575 0.0277 0.1088
N 0.5675 -0.0885 -0.1637
O -0.1087 0.3568 -0.3381
H 0.0747 0.0618 0.0941
H 0.1074 -0.1495 0.1680
H -0.0080 -0.0366 -0.0085
H -0.0389 -0.0120 -0.0592
H -0.0292 -0.0028 0.0370

Its charge is 0. The HOMO-LUMO gap comes out at 0.3479 Eh. The calculation puts the LUMO energy at 0.878 eV. The calculation puts the HOMO energy at -0.316 hartree. The value obtained for the energy above the lowest of the compared OMol25 structures with the same formula, charge and spin is 64.5 kcal per mole. The calculation puts the calculated total energy at -9368.396 eV.